No. 1
Formula: C5H7N
Source: OMol25
Level of theory: ωB97M-V/def2-TZVPD

Each line ends with the Löwdin charge.
Element x y z (Å)
1 N -3.04 -0.68 -0.87  0.06
2 C 0.39 -0.43 -0.18  -0.17
3 C -0.64 0.35 0.30  0.08
4 C 1.64 0.30 -0.36  -0.12
5 C -2.89 1.04 0.89  0.20
6 C -2.60 0.14 -0.03  -0.47
7 H 0.15 -1.17 -0.89  0.08
8 H 1.80 0.78 0.51  0.03
9 H -2.64 -1.57 -1.16  0.05
10 H -0.47 1.13 1.05  0.07
11 H -2.67 1.94 1.34  0.01
12 H 1.63 0.93 -1.20  0.07
13 H 2.43 -0.48 -0.61  0.11

Summary:
**HOMO-LUMO gap (alpha / beta)**: 7.00 / 6.93 eV
**Relative energy (zero: lowest compared OMol25 entry of this formula, charge and spin)**: 175.7 kcal per mole
**Molar mass**: 81.1 g/mol
**LUMO level (alpha / beta)**: -1.085 / -1.229 eV
**Charge**: 0
**Highest occupied orbital energy (alpha / beta)**: -8.09 / -8.16 eV



No. 2
Formula: C4H12N3
Source: OMol25
Level of theory: ωB97M-V/def2-TZVPD

Each line ends with the Löwdin charge.
Element x y z (Å)
1 N -0.24 -1.91 0.21  0.11
2 N 1.52 -0.02 -1.32  0.13
3 N 0.97 1.54 0.30  0.25
4 C -0.94 0.25 -1.10  0.03
5 C -1.14 -0.03 1.58  0.02
6 C 0.35 0.44 -0.54  -0.42
7 C -0.57 -0.54 0.21  -0.40
8 H -0.83 -0.36 -2.02  0.14
9 H -1.63 1.02 -1.11  0.10
10 H 0.03 -2.18 -0.68  0.06
11 H 1.90 -0.89 -0.95  0.10
12 H 1.28 2.38 -0.24  0.20
13 H -0.93 1.04 1.62  0.06
14 H -0.50 -0.56 2.32  0.11
15 H -2.14 -0.27 1.90  0.09
16 H -0.93 -2.56 0.51  0.10
17 H 1.89 1.06 0.41  0.18
18 H 1.50 -0.11 -2.24  0.03
19 H 0.42 1.68 1.13  0.12

Summary:
**HOMO-LUMO gap**: 9.74 eV
**SMILES**: C[C@@]1(N)C[C@@]1(N)[NH3+]
**Relative energy (zero: lowest compared OMol25 entry of this formula, charge and spin)**: 75.1 kcal per mole
**Molar mass**: 102.2 g/mol
**LUMO level**: -3.267 eV
**Charge**: +1
**Highest occupied orbital energy**: -13.01 eV



No. 3
Formula: C23H28FN5O3
Source: OMol25
Level of theory: ωB97M-V/def2-TZVPD

Each line ends with the Löwdin charge.
Element x y z (Å)
1 F 3.83 5.04 7.00  0.04
2 O -2.60 1.18 -3.84  0.04
3 O 2.44 -1.08 -1.00  0.02
4 O -5.31 -2.87 -4.31  0.03
5 N 3.09 -0.61 1.98  0.14
6 N 3.33 0.53 3.96  0.01
7 N -2.80 -0.41 -5.33  0.04
8 N -5.18 -0.94 -3.13  0.12
9 N 2.78 1.71 1.94  -0.09
10 C -3.73 -0.74 -2.96  -0.18
11 C 3.40 1.71 4.65  -0.17
12 C 3.19 4.07 4.92  0.04
13 C 3.06 0.51 2.61  -0.40
14 C -1.23 -1.22 -0.78  -0.01
15 C -3.19 -1.67 -5.95  -0.06
16 C -5.83 -1.89 -3.81  -0.55
17 C 4.05 2.68 6.72  0.05
18 C -3.00 0.05 -4.09  -0.45
19 C 3.90 1.54 5.91  -0.15
20 C 4.20 0.09 6.13  -0.08
21 C 3.04 2.93 4.11  -0.12
22 C 2.51 2.96 2.70  -0.09
23 C -0.52 -2.02 -2.98  -0.02
24 C 3.69 3.94 6.22  -0.26
25 C 0.82 -1.80 -2.63  0.00
26 C -7.33 -1.71 -3.91  0.00
27 C -1.55 -1.74 -2.05  -0.22
28 C 0.11 -1.00 -0.43  0.00
29 C 3.86 -0.58 4.77  -0.10
30 C -3.00 -1.98 -2.43  -0.11
31 C 1.14 -1.29 -1.35  -0.30
32 C 2.65 1.75 0.47  -0.04
33 H 2.68 2.79 0.11  0.09
34 H -3.66 -0.04 -2.12  0.14
35 H -3.53 -2.34 -1.55  0.13
36 H -7.74 -2.53 -4.50  0.09
37 H 3.12 -1.37 4.89  0.12
38 H -2.32 0.25 -5.92  0.14
39 H 1.71 1.31 0.16  0.07
40 H -2.02 -1.01 -0.07  0.11
41 H -0.77 -2.41 -3.96  0.11
42 H -2.63 -1.81 -6.88  0.09
43 H -5.76 -0.21 -2.75  0.14
44 H -2.99 -2.51 -5.29  0.07
45 H -7.55 -0.76 -4.40  0.08
46 H -7.76 -1.72 -2.91  0.08
47 H 0.37 -0.63 0.55  0.10
48 H 2.96 3.81 2.18  0.12
49 H 1.61 -2.01 -3.34  0.11
50 H 4.76 -1.00 4.30  0.12
51 H 3.48 1.22 0.00  0.09
52 H -3.04 -2.78 -3.17  0.10
53 H 4.44 2.59 7.73  0.12
54 H 5.26 -0.07 6.38  0.12
55 H -4.26 -1.65 -6.20  0.08
56 H 3.04 -1.54 -1.58  0.11
57 H 2.91 5.05 4.54  0.12
58 H 1.43 3.12 2.74  0.13
59 H 2.88 -0.56 0.99  -0.01
60 H 3.58 -0.33 6.93  0.12

Summary:
**HOMO-LUMO gap**: 8.10 eV
**SMILES**: CNC(=O)[C@H](Cc1ccc(O)cc1)NC(C)=O.[H]/N=C1\N(C)Cc2cc(F)cc3c2N1CC3
**Relative energy (zero: lowest compared OMol25 entry of this formula, charge and spin)**: 1.0 kcal per mole
**Molar mass**: 441.5 g/mol
**LUMO level**: 0.620 eV
**Charge**: 0
**Highest occupied orbital energy**: -7.48 eV



No. 4
Formula: C4H9HgMgO4
Source: OMol25
Level of theory: ωB97M-V/def2-TZVPD

Each line ends with the Löwdin spin population.
Element x y z (Å)
1 Hg -1.87 -1.32 2.90  0.60
2 Mg -0.57 -1.00 0.46  0.08
3 O 0.32 1.53 0.84  0.01
4 O -2.41 -1.34 1.03  0.13
5 O 0.82 -0.79 -1.03  0.00
6 O -0.55 -0.09 2.28  0.14
7 C -0.29 1.25 2.08  0.01
8 C 1.78 -1.45 -1.83  0.00
9 C -0.44 1.11 -0.33  0.01
10 C 0.54 0.60 -1.35  0.00
11 H 0.12 0.63 -2.36  0.00
12 H 0.38 1.62 2.86  0.00
13 H 2.76 -0.97 -1.70  0.00
14 H -1.01 1.96 -0.73  0.00
15 H -1.24 1.83 2.08  0.00
16 H 1.83 -2.49 -1.51  0.00
17 H 1.48 -1.41 -2.89  0.00
18 H -3.17 -0.79 0.53  0.01
19 H 1.51 1.13 -1.34  0.00

Summary:
**HOMO-LUMO gap (alpha / beta)**: 6.95 / 6.15 eV
**Relative energy (zero: lowest compared OMol25 entry of this formula, charge and spin)**: 44.1 kcal per mole
**Molar mass**: 346.0 g/mol
**LUMO level (alpha / beta)**: -0.217 / -1.032 eV
**Charge**: 0
**Highest occupied orbital energy (alpha / beta)**: -7.17 / -7.18 eV
**Spin multiplicity**: 2
**<S²>**: 0.753



No. 5
Formula: C25H37O10PS2
Source: OMol25
Level of theory: ωB97M-V/def2-TZVPD

Each line ends with the Löwdin charge.
Element x y z (Å)
1 S -0.53 -2.08 -7.66  0.76
2 S -0.13 2.30 -1.84  0.68
3 P 4.54 -1.50 -2.25  0.73
4 O -0.17 1.75 -3.20  -0.31
5 O 4.45 -2.66 -1.30  -0.46
6 O -1.87 0.79 2.37  0.05
7 O -5.14 1.45 6.54  0.06
8 O 1.63 -0.55 -1.58  0.07
9 O -0.46 0.77 7.12  0.05
10 O 6.38 -2.81 -6.57  0.05
11 O -0.58 3.69 -1.92  -0.33
12 O 2.20 -1.17 -6.77  0.03
13 O 1.41 2.36 -1.23  -0.18
14 C -2.13 -1.69 -3.86  -0.01
15 C -0.11 0.30 9.43  -0.02
16 C -1.24 1.41 -0.67  -0.20
17 C 4.75 -2.39 -8.25  -0.02
18 C 6.15 -2.61 -7.75  -0.50
19 C -5.89 2.40 6.51  -0.50
20 C -0.64 -1.81 -5.86  -0.47
21 C 0.07 1.10 8.16  -0.49
22 C 0.36 -1.30 -3.54  -0.02
23 C 0.53 -1.51 -5.02  -0.06
24 C -6.29 3.12 7.77  -0.03
25 C -0.97 -1.38 -2.99  -0.13
26 C 7.26 -2.59 -8.77  -0.03
27 C 3.01 -1.36 -3.33  -0.21
28 C -2.06 0.25 -1.35  -0.19
29 C -2.00 -1.92 -5.29  -0.07
30 C -2.51 0.57 4.65  -0.02
31 C 1.61 -1.03 -2.69  -0.29
32 C 0.95 2.32 8.23  -0.02
33 C -1.59 0.36 3.47  -0.48
34 C 1.94 -1.40 -5.60  -0.30
35 C 3.19 -1.56 -4.66  0.02
36 C -1.30 -1.14 -1.48  -0.13
37 C -6.46 2.91 5.21  -0.02
38 C -0.32 -0.40 3.72  -0.01
39 H 4.67 -1.40 -8.71  0.09
40 H 4.16 -1.82 -5.14  0.10
41 H -0.64 0.96 0.16  0.09
42 H 0.85 -0.07 9.77  0.09
43 H 5.71 -1.59 -3.09  0.03
44 H 2.01 2.59 -1.97  0.10
45 H -6.09 2.30 4.39  0.08
46 H -0.43 -1.26 -0.79  0.11
47 H 4.47 -3.16 -8.96  0.09
48 H -7.38 3.06 7.91  0.08
49 H -5.81 2.65 8.63  0.08
50 H 8.21 -2.77 -8.27  0.08
51 H 0.99 2.80 7.25  0.08
52 H 4.06 -2.43 -7.40  0.05
53 H -2.88 -2.18 -5.92  0.10
54 H -3.07 0.11 -0.86  0.12
55 H -0.57 0.93 10.19  0.09
56 H 0.29 0.12 4.46  0.08
57 H -5.98 4.17 7.72  0.08
58 H 7.10 -3.38 -9.51  0.09
59 H -0.76 -0.55 9.23  0.08
60 H 4.67 -0.25 -1.55  0.01
61 H -0.55 -1.41 4.07  0.09
62 H 0.25 -0.48 2.79  0.08
63 H 0.27 -1.09 -8.18  -0.11
64 H 1.96 2.04 8.53  0.09
65 H -6.16 3.95 5.05  0.09
66 H 0.53 3.03 8.95  0.09
67 H -1.99 1.13 5.42  0.06
68 H -3.14 -1.77 -3.39  0.12
69 H -7.55 2.85 5.23  0.09
70 H -2.04 -1.94 -1.19  0.12
71 H -1.99 2.15 -0.28  0.12
72 H -2.30 0.60 -2.39  0.11
73 H 7.29 -1.62 -9.26  0.09
74 H -2.83 -0.40 5.04  0.10
75 H -3.38 1.13 4.33  0.07

Summary:
**HOMO-LUMO gap**: 7.49 eV
**SMILES**: O=[PH2]C1=CC(=O)c2c(S)ccc(CCCS(=O)(=O)O)c2C1=O.CC(C)=O.CC(C)=O.CC(C)=O.CC(C)=O
**Relative energy (zero: lowest compared OMol25 entry of this formula, charge and spin)**: 0.0 kcal per mole
**Molar mass**: 592.7 g/mol
**LUMO level**: -1.204 eV
**Charge**: 0
**Highest occupied orbital energy**: -8.70 eV



No. 6
Formula: C28H45F3FeO28
Source: OMol25
Level of theory: ωB97M-V/def2-TZVPD

Each line ends with the Löwdin spin population.
Element x y z (Å)
1 Fe 24.75 -10.17 -26.97  4.31
2 F 27.52 -8.37 -22.67  0.00
3 F 27.89 -6.63 -27.22  0.00
4 F 21.39 -7.93 -27.25  0.00
5 O 22.97 -5.02 -28.02  0.00
6 O 21.27 -11.33 -24.65  0.00
7 O 22.24 -6.16 -26.31  0.00
8 O 22.02 -12.79 -26.13  0.00
9 O 23.70 -4.37 -25.98  0.00
10 O 22.17 -7.34 -19.11  0.00
11 O 24.23 -11.54 -28.41  0.10
12 O 26.34 -9.54 -28.12  0.05
13 O 29.71 -7.07 -24.33  0.00
14 O 27.42 -10.68 -22.54  0.00
15 O 27.42 -13.04 -25.13  0.00
16 O 25.53 -12.06 -26.03  0.03
17 O 25.67 -9.38 -25.34  0.10
18 O 24.52 -8.19 -26.51  0.13
19 O 21.78 -5.18 -19.92  0.00
20 O 25.81 -14.27 -25.41  0.00
21 O 24.23 -2.72 -19.66  0.00
22 O 27.46 -10.86 -20.43  0.00
23 O 24.68 -4.73 -20.56  0.00
24 O 27.77 -12.70 -21.86  0.00
25 O 28.88 -5.47 -25.62  0.00
26 O 28.66 -9.45 -28.43  0.00
27 O 23.08 -10.73 -25.78  0.04
28 O 25.92 -4.09 -18.82  0.00
29 O 21.93 -6.89 -21.35  0.00
30 O 27.27 -8.76 -30.08  0.00
31 O 29.64 -4.95 -23.49  0.00
32 O 23.55 -9.69 -28.68  0.13
33 C 21.79 -4.55 -18.63  0.00
34 C 29.09 -7.78 -25.43  0.00
35 C 24.50 -14.65 -25.55  0.00
36 C 27.34 -9.34 -28.86  0.01
37 C 25.58 -5.84 -20.73  0.00
38 C 26.90 -9.46 -22.10  0.00
39 C 29.75 -9.03 -29.21  0.00
40 C 22.17 -5.95 -22.37  0.00
41 C 23.47 -10.86 -29.05  0.02
42 C 22.05 -6.51 -20.03  0.00
43 C 21.26 -10.14 -23.94  0.00
44 C 26.01 -8.59 -30.71  0.00
45 C 24.90 -3.77 -19.68  0.00
46 C 22.33 -6.22 -28.54  0.00
47 C 26.45 -3.26 -17.87  0.00
48 C 21.06 -13.75 -25.71  0.00
49 C 27.55 -11.49 -21.60  0.00
50 C 25.23 -8.22 -25.48  0.02
51 C 28.31 -11.93 -25.26  0.00
52 C 22.21 -11.53 -25.52  0.01
53 C 26.17 -13.01 -25.55  0.00
54 C 27.20 -9.45 -20.64  0.00
55 C 28.98 -6.65 -26.44  0.00
56 C 21.44 -6.58 -27.36  0.00
57 C 22.65 -11.34 -30.21  0.01
58 C 29.52 -5.74 -24.43  0.00
59 C 23.02 -5.10 -26.66  0.00
60 C 25.61 -6.97 -24.62  0.01
61 H 25.29 -6.46 -21.58  0.00
62 H 30.62 -8.78 -28.60  0.00
63 H 26.31 -9.19 -20.08  0.00
64 H 25.63 -9.54 -31.10  0.00
65 H 30.04 -9.80 -29.93  0.00
66 H 20.35 -13.35 -24.98  0.00
67 H 25.94 -2.30 -17.89  0.00
68 H 26.60 -6.65 -24.95  0.00
69 H 20.47 -10.19 -23.19  0.00
70 H 27.81 -11.07 -24.82  0.00
71 H 21.05 -4.97 -17.95  0.00
72 H 21.70 -5.97 -29.39  0.00
73 H 28.53 -11.55 -26.26  0.00
74 H 25.72 -6.43 -19.83  0.00
75 H 22.71 -4.78 -18.10  0.00
76 H 21.86 -10.61 -30.31  0.00
77 H 27.50 -3.00 -17.93  0.00
78 H 24.89 -6.16 -24.62  0.00
79 H 21.64 -3.47 -18.63  0.00
80 H 26.31 -3.59 -16.84  0.00
81 H 22.14 -12.23 -29.83  0.00
82 H 28.10 -8.08 -25.09  0.00
83 H 22.05 -6.44 -23.34  0.00
84 H 21.43 -5.15 -22.36  0.00
85 H 21.19 -9.26 -24.57  0.00
86 H 21.55 -14.64 -25.32  0.00
87 H 26.59 -5.48 -20.91  0.00
88 H 29.52 -8.08 -29.70  0.00
89 H 25.26 -8.03 -30.15  0.00
90 H 29.75 -8.56 -25.81  0.00
91 H 23.90 -13.94 -24.98  0.00
92 H 22.21 -10.05 -23.40  0.00
93 H 23.07 -6.99 -28.79  0.00
94 H 20.62 -14.06 -26.66  0.00
95 H 26.29 -8.10 -31.65  0.00
96 H 29.26 -12.06 -24.76  0.00
97 H 23.21 -5.63 -22.39  0.00
98 H 25.53 -7.17 -23.55  0.00
99 H 29.87 -6.40 -27.02  0.00
100 H 28.03 -8.78 -20.42  0.00
101 H 23.15 -11.37 -31.18  0.00
102 H 20.50 -6.04 -27.47  0.00
103 H 24.29 -15.61 -25.08  0.00
104 H 24.21 -14.79 -26.59  0.00
105 H 25.85 -9.21 -22.25  0.00

Summary:
**HOMO-LUMO gap (alpha / beta)**: 10.47 / 8.12 eV
**Molar mass**: 942.5 g/mol
**LUMO level (alpha / beta)**: -1.984 / -4.327 eV
**Charge**: +1
**Highest occupied orbital energy (alpha / beta)**: -12.45 / -12.45 eV
**Spin multiplicity**: 6
**<S²>**: 8.756



No. 7
Formula: C5H11NOS2
Source: OMol25
Level of theory: ωB97M-V/def2-TZVPD

Each line ends with the Löwdin charge.
Element x y z (Å)
1 S 0.17 -1.18 -1.32  0.35
2 S 0.99 -1.97 -2.92  0.18
3 O -0.91 -2.00 -0.79  -0.49
4 N 1.60 -1.24 -0.21  -0.27
5 C -0.60 1.08 -0.54  -0.10
6 C 1.32 -0.94 1.17  -0.29
7 C 0.76 0.46 1.53  -0.19
8 C -0.59 0.76 0.94  -0.21
9 C -1.88 1.03 -1.37  -0.09
10 H 2.55 -1.26 -0.71  0.10
11 H 0.87 0.61 2.64  0.12
12 H -1.15 -0.07 1.15  0.08
13 H 1.41 1.30 1.21  0.12
14 H 0.16 1.58 -0.98  0.07
15 H -2.41 0.20 -1.01  0.06
16 H -1.74 1.06 -2.47  0.11
17 H 2.26 -1.17 1.70  0.13
18 H -1.00 1.69 1.38  0.14
19 H -2.51 1.78 -0.88  0.09
20 H 0.71 -1.71 1.47  0.08

Summary:
**HOMO-LUMO gap (alpha / beta)**: 7.15 / 7.14 eV
**Relative energy (zero: lowest compared OMol25 entry of this formula, charge and spin)**: 102.8 kcal per mole
**Molar mass**: 165.3 g/mol
**LUMO level (alpha / beta)**: -1.114 / -1.117 eV
**Charge**: 0
**Highest occupied orbital energy (alpha / beta)**: -8.26 / -8.26 eV



No. 8
Formula: C28H32N13O5S4Sn
Source: OMol25
Level of theory: ωB97M-V/def2-TZVPD

Each line ends with the Löwdin charge.
Element x y z (Å)
1 Sn 0.32 0.88 -0.06  1.35
2 S 1.85 -0.15 2.98  0.55
3 S 0.54 3.93 -4.92  1.01
4 S 5.00 1.35 -1.32  1.02
5 S 0.56 -3.03 2.39  1.06
6 O 2.01 1.27 3.03  -0.29
7 O 0.97 -0.82 3.91  -0.37
8 O 1.64 2.45 0.26  -0.32
9 O 2.68 4.40 0.28  0.03
10 O -2.12 -1.49 0.29  -0.03
11 N 1.39 -0.52 1.46  -0.30
12 N 3.98 -1.11 -0.92  0.09
13 N -4.73 -0.23 -1.81  -0.05
14 N -2.73 -0.36 -3.02  0.09
15 N 2.70 0.48 -2.08  0.08
16 N -3.14 1.50 -1.83  0.04
17 N -1.46 1.66 1.60  0.08
18 N -3.71 -2.54 1.53  0.17
19 N 7.22 -2.56 3.67  0.08
20 N 0.37 2.23 -2.94  0.08
21 N -1.70 3.01 -3.76  0.06
22 N -4.56 -0.36 4.13  0.11
23 N 1.45 -2.42 0.06  0.01
24 C 5.95 -2.03 3.40  -0.33
25 C 4.52 -0.32 2.41  -0.05
26 C -2.16 0.77 1.87  -0.23
27 C -3.99 2.35 -1.00  -0.23
28 C -5.73 0.59 -1.14  -0.13
29 C 3.98 2.39 -2.21  -0.38
30 C 1.82 3.66 0.76  -0.65
31 C -2.99 -0.32 2.12  -0.22
32 C -0.33 2.98 -3.74  -0.71
33 C 5.77 -0.92 2.56  -0.03
34 C 1.07 -3.74 0.01  -0.25
35 C 3.62 -1.98 3.95  -0.06
36 C -4.98 1.51 -0.20  -0.16
37 C 3.46 -0.88 3.14  -0.29
38 C -2.92 -1.46 1.23  -0.55
39 C 1.19 -1.90 1.24  -0.73
40 C 0.64 -4.27 1.19  -0.41
41 C -3.55 0.33 -2.15  -0.41
42 C 3.78 0.11 -1.44  -0.71
43 C 2.81 1.79 -2.52  -0.38
44 C 4.88 -2.58 4.07  -0.03
45 C -2.63 -1.81 -2.96  -0.19
46 C 2.00 3.30 -4.23  -0.39
47 C 1.08 4.01 1.98  -0.03
48 C -3.86 -0.27 3.21  -0.27
49 C -5.04 -1.46 -2.42  -0.18
50 C 1.73 2.43 -3.28  -0.35
51 C -3.86 -2.42 -2.33  -0.16
52 H -1.74 -2.13 -2.41  0.11
53 H 4.33 0.56 1.77  0.12
54 H -3.68 -2.50 -1.27  0.08
55 H 1.71 3.81 2.87  0.09
56 H -2.19 2.49 -3.01  0.03
57 H -1.90 0.17 -3.18  0.11
58 H -4.20 -2.59 2.39  0.07
59 H 1.13 -4.24 -0.94  0.10
60 H -5.67 2.13 0.38  0.12
61 H -2.11 3.95 -3.86  0.08
62 H 5.00 -3.41 4.76  0.11
63 H 0.21 3.38 2.07  0.03
64 H 4.23 3.41 -2.42  0.08
65 H -5.34 -1.32 -3.47  0.13
66 H 2.96 3.50 -4.72  0.09
67 H 0.74 5.03 1.99  0.08
68 H -4.46 3.14 -1.61  0.11
69 H -3.44 -3.43 1.14  0.10
70 H 7.22 -3.56 3.86  0.09
71 H -6.35 1.13 -1.87  0.12
72 H -3.32 2.94 -0.37  0.10
73 H 0.31 -5.28 1.41  0.06
74 H 3.10 -1.61 -0.69  0.06
75 H -2.55 -2.23 -3.97  0.11
76 H -4.09 -3.37 -2.79  0.11
77 H -6.32 -0.08 -0.51  0.12
78 H -4.37 0.96 0.49  0.08
79 H 2.76 -2.37 4.49  0.10
80 H 7.96 -2.33 3.00  0.09
81 H -5.88 -1.92 -1.90  0.12
82 H 6.60 -0.59 2.01  0.10
83 H 4.56 -1.10 -0.09  0.05

Summary:
**HOMO-LUMO gap**: 7.62 eV
**Relative energy (zero: lowest compared OMol25 entry of this formula, charge and spin)**: 0.7 kcal per mole
**Molar mass**: 877.6 g/mol
**LUMO level**: 2.254 eV
**Charge**: -1
**Highest occupied orbital energy**: -5.36 eV